1.
Here is a structure of composition C22H27F4N2OPt at a distorted geometry from OMol25. Energies are from ωB97M-V/def2-TZVPD.

Element x y z (Å)
Pt 0.16854 0.14146 -0.62387
C 4.49263 0.22388 -0.94622
C 3.05634 0.00844 -0.50315
N 1.98678 0.63663 -1.36953
C 2.06236 0.15310 -2.81009
C 2.95490 0.95470 -3.74820
C 1.98370 2.12138 -1.34626
C 1.54068 2.62038 0.00245
N 0.49476 1.72195 0.57775
C -0.07706 2.02060 1.70812
C -0.86354 1.01168 2.44422
F -0.76814 -0.23417 2.08609
C -1.57637 1.33250 3.56179
F -2.24446 0.40086 4.19302
C -1.54964 2.63732 4.06681
C -0.76502 3.63170 3.46678
F -0.74064 4.83199 3.97607
C -0.00858 3.35053 2.36456
F 0.70712 4.30288 1.84574
H 5.13791 -0.19772 -0.17570
H 4.75753 1.27651 -1.04526
H 4.72146 -0.29298 -1.87524
H 2.90834 0.39317 0.50688
H 2.82441 -1.05705 -0.47892
H 1.03925 0.18138 -3.19432
H 2.38407 -0.88675 -2.75819
H 2.54650 1.93759 -3.97576
H 3.00022 0.40669 -4.68934
H 3.97335 1.06436 -3.38666
H 1.28584 2.45146 -2.11538
H 2.96517 2.52644 -1.59198
H 1.15962 3.63522 -0.09854
H 2.35016 2.64960 0.73690
H -2.11413 2.87575 4.96675
C -1.68132 -6.80275 -1.82801
C -1.89416 -5.40296 -1.36448
C -2.84246 -5.09339 -0.40067
C -3.04804 -3.79375 0.03756
C -4.10531 -3.54418 1.07630
C -2.24577 -2.75061 -0.51666
C -2.43215 -1.45131 -0.02577
O -1.78481 -0.40773 -0.35635
C -1.28633 -3.06106 -1.53264
C -0.52977 -2.00689 -2.28115
C -1.12210 -4.35735 -1.92725
H -2.33379 -7.50547 -1.31749
H -0.64320 -7.09949 -1.66196
H -1.86132 -6.87156 -2.90339
H -3.44620 -5.88958 0.01512
H -4.64253 -4.46492 1.28645
H -4.83705 -2.80776 0.74163
H -3.67257 -3.19804 2.01662
H -3.23455 -1.28603 0.69482
H -1.18005 -1.25767 -2.73240
H 0.12102 -2.43356 -3.04292
H 0.22212 -1.46841 -1.60918
H -0.40929 -4.60374 -2.70559

The calculation puts the largest force on an atom at 1.17 eV/Å. The total charge is +3. As for the calculated total energy: -42364.9114 eV. For the relative energy (zero: lowest compared OMol25 entry of this formula, charge and spin), the calculation gives 0.0 kcal per mole. Its multiplicity is 1. The HOMO energy is -17.513 eV.

---

2.
Here is the molecule C22H27FN2O from OMol25. Energies are from ωB97M-V/def2-TZVPD.

Element x y z (Å)
O 3.49838 3.75364 -0.28634
C 2.54205 3.03552 -0.48996
N 2.51719 2.05457 -1.41274
H 1.68948 1.47571 -1.44264
C 3.64241 1.73704 -2.25317
H 4.36064 2.55117 -2.12741
C 4.30675 0.40365 -1.87400
C 3.37611 -0.75945 -2.06669
C 2.88686 -1.47093 -0.97897
C 2.01334 -2.53083 -1.15304
C 1.62855 -2.86866 -2.43626
C 2.10136 -2.18466 -3.54170
C 2.97702 -1.13335 -3.34640
H 3.36205 -0.59986 -4.20286
H 1.78800 -2.48098 -4.53027
F 0.76968 -3.89561 -2.61616
H 1.63456 -3.09207 -0.31330
H 3.19560 -1.19947 0.01954
H 4.63089 0.45573 -0.83398
H 5.19041 0.27656 -2.50268
H 3.31304 1.70482 -3.29651
C 1.20867 3.20580 0.23489
N 0.46697 1.96152 0.30482
C 1.01594 1.08006 1.32256
C 0.34700 -0.28782 1.24995
C -1.16040 -0.15569 1.45732
C -1.69505 0.83399 0.42448
C -0.95512 2.16391 0.52728
H -1.32714 2.85098 -0.23744
H -1.14826 2.61639 1.51646
H -2.76280 1.00038 0.57534
H -1.54797 0.42392 -0.57672
C -1.85484 -1.52144 1.34663
C -3.32012 -1.41816 1.65821
C -4.27036 -1.40940 0.64568
C -5.61639 -1.27968 0.94023
C -6.03098 -1.15454 2.25466
C -5.09225 -1.16396 3.27253
C -3.74818 -1.29501 2.97474
H -3.01998 -1.30720 3.77375
H -5.40942 -1.07092 4.30118
H -7.08111 -1.05320 2.48580
H -6.34359 -1.27646 0.14120
H -3.95329 -1.50858 -0.38280
H -1.38089 -2.21134 2.04938
H -1.71383 -1.91365 0.33750
H -1.34792 0.24911 2.45864
H 0.78139 -0.94395 2.00665
H 0.53490 -0.72278 0.26680
H 2.09054 0.98414 1.14709
H 0.87555 1.50696 2.33241
H 1.40240 3.65233 1.22338
H 0.63216 3.93178 -0.34708

The calculation puts the largest force on an atom at 0.47 eV/Å. As for the calculated total energy: -30998.7421 eV. For the relative energy (zero: lowest compared OMol25 entry of this formula, charge and spin), the calculation gives 0.0 kcal per mole. Its multiplicity is 1. The HOMO energy is -9.070 eV.

---

3.
Here is a structure of composition C22H27FN2O4S2 at a distorted geometry from OMol25. Energies are from ωB97M-V/def2-TZVPD.

Element x y z (Å)
C -2.66919 0.71671 0.34103
C -2.66667 0.76672 1.86718
C -1.37468 0.22227 2.49804
C -0.63992 -0.83522 1.69872
N 0.25326 -1.57695 2.39801
C 0.66452 -1.23674 3.75119
C 1.71181 -2.28885 4.14193
C 1.80268 -3.29101 2.98543
C 0.89158 -2.76903 1.87117
C -0.93390 -1.04981 0.34294
C -2.28053 -0.67122 -0.15809
H -3.66250 0.98745 -0.02759
H -1.96663 1.46125 -0.05607
H -2.79098 1.80887 2.19485
H -3.53925 0.21364 2.24805
H -0.70512 1.08349 2.65551
H -1.63050 -0.13321 3.50810
H 1.07972 -0.21609 3.80212
H -0.18010 -1.26515 4.45880
H 2.67178 -1.78149 4.30423
H 1.41203 -2.78213 5.07324
H 2.83031 -3.36878 2.62191
H 1.47190 -4.28697 3.29458
H 0.15099 -3.52024 1.55487
H 1.48975 -2.53995 0.98070
H -0.35215 -1.76722 -0.21424
H -3.01731 -1.38280 0.24706
H -2.31547 -0.73424 -1.24490
C 4.53325 0.25034 1.02159
C 4.56043 1.26732 0.05453
C 3.76781 1.16428 -1.09163
C 2.94649 0.04744 -1.23522
S 2.03210 -0.19728 -2.74923
N 0.66417 0.88197 -2.45172
F -0.12217 -0.03557 -1.29806
S -0.44696 0.66730 -3.81014
C -1.83658 1.65989 -3.29275
C -3.04399 1.01826 -3.03569
C -4.14095 1.77763 -2.62550
C -4.02704 3.16668 -2.55091
C -2.83815 3.80748 -2.91685
C -1.72795 3.05117 -3.29859
O 0.16963 1.29688 -4.94794
O -0.91322 -0.69577 -3.81752
O 2.80614 0.38140 -3.81546
O 1.58883 -1.56597 -2.75549
C 2.95553 -0.99768 -0.31476
C 3.74017 -0.88614 0.83261
H 5.13972 0.33602 1.91994
H 5.20720 2.13752 0.17892
H 3.78772 1.91974 -1.87742
H -3.11736 -0.06104 -3.16614
H -5.07317 1.26956 -2.37479
H -4.87993 3.75250 -2.20073
H -2.76135 4.89907 -2.91662
H -0.79249 3.51255 -3.61856
H 2.36704 -1.88539 -0.53941
H 3.74966 -1.70348 1.55478

The calculation puts the largest force on an atom at 3.56 eV/Å. As for the calculated total energy: -58804.6603 eV. For the relative energy (zero: lowest compared OMol25 entry of this formula, charge and spin), the calculation gives 21.1 kcal per mole. Its multiplicity is 1. The HOMO energy is -6.937 eV.

---

4.
Here is the molecule C22H27N3O2 from OMol25. Energies are from ωB97M-V/def2-TZVPD.

Element x y z (Å)
C -4.65196 -1.49461 0.08307
H -4.02972 -2.36658 -0.13724
H -5.30574 -1.28612 -0.76234
H -5.25907 -1.70338 0.97114
O -3.87058 -0.33297 0.27335
C -2.93898 -0.44780 1.30016
C -3.16508 0.31303 2.43407
C -2.32613 0.23349 3.53051
C -1.26454 -0.64949 3.48910
C -1.01095 -1.38949 2.35038
C -1.80994 -1.28982 1.20738
N -1.57821 -2.03527 0.05241
C -0.51824 -3.02155 0.02869
C 0.85134 -2.39363 -0.25959
N 0.78603 -1.68681 -1.52407
C -0.24962 -0.67080 -1.48817
C -1.60113 -1.33916 -1.22391
H -2.38557 -0.58553 -1.22892
H -1.80182 -2.07858 -2.00543
H -0.27043 -0.16207 -2.45405
H -0.07963 0.07788 -0.69868
C 2.05985 -1.25819 -2.04458
H 2.67345 -2.14960 -2.20797
H 1.88462 -0.78914 -3.01475
C 2.91651 -0.28758 -1.18878
C 2.29225 1.06441 -1.02628
C 2.13554 2.01823 -1.99771
N 1.48476 3.10418 -1.46529
C 1.20493 2.87166 -0.14913
C 0.54725 3.65873 0.78531
C 0.40281 3.15170 2.05906
C 0.91087 1.89677 2.39947
C 1.56561 1.11328 1.47635
C 1.71540 1.59159 0.17474
H 1.95636 0.14704 1.76053
H 0.78079 1.53604 3.40836
H -0.11048 3.73309 2.81009
H 0.15932 4.63115 0.51909
H 1.24338 3.93576 -1.97698
C 2.55786 2.01771 -3.42387
H 3.05953 2.95292 -3.67352
H 3.23967 1.19218 -3.60583
H 1.69392 1.91297 -4.08208
O 4.17383 -0.22096 -1.85164
H 4.71826 0.43316 -1.40011
H 3.06418 -0.73060 -0.19139
H 1.60848 -3.17793 -0.33733
H 1.11998 -1.72130 0.57002
H -0.50423 -3.57935 0.96566
H -0.75489 -3.71932 -0.78141
H -0.16044 -2.05178 2.35777
H -0.61419 -0.75987 4.34483
H -2.51543 0.83270 4.40759
H -4.02979 0.95962 2.44191

The calculation puts the largest force on an atom at 0.66 eV/Å. As for the calculated total energy: -31817.2853 eV. For the relative energy (zero: lowest compared OMol25 entry of this formula, charge and spin), the calculation gives 56.4 kcal per mole. Its multiplicity is 1. The HOMO energy is -7.424 eV.

---

5.
Here is the molecule C22H27N3O2 from OMol25. Energies are from ωB97M-V/def2-TZVPD.

Element x y z (Å)
C -5.15639 -4.02121 0.86453
C -4.99532 -3.13131 -0.34871
O -5.30482 -3.52035 -1.45669
C -4.45325 -1.77936 -0.12428
C -4.14210 -1.26222 1.13422
C -3.65476 0.01712 1.27266
C -3.44596 0.84492 0.15804
C -3.74994 0.31972 -1.10609
C -4.24218 -0.95629 -1.23474
H -4.46753 -1.35699 -2.21179
H -3.57718 0.90120 -1.99734
N -3.00310 2.13247 0.33180
C -2.13173 2.48907 1.43200
H -1.71713 1.57545 1.86457
H -2.68299 3.02985 2.21484
C -0.98247 3.37203 0.89809
N -0.62109 2.94776 -0.43222
C 0.29622 1.97937 -0.78257
O 0.39524 1.61441 -1.93611
N 1.08176 1.51628 0.24056
C 2.21179 0.69487 0.15894
C 2.71100 0.18814 -1.03598
C 3.84487 -0.60060 -1.02953
C 4.51159 -0.91185 0.14942
C 4.00053 -0.40605 1.33723
C 2.86906 0.38585 1.34713
H 2.49284 0.77157 2.28611
H 4.49494 -0.63095 2.27201
C 5.75510 -1.76629 0.15000
C 6.87692 -1.08971 -0.64101
H 7.78738 -1.68280 -0.58688
H 6.59955 -0.98079 -1.68634
H 7.08257 -0.10093 -0.23647
C 5.46208 -3.15968 -0.40994
H 4.66160 -3.63378 0.15383
H 6.34959 -3.78566 -0.34570
H 5.15838 -3.10105 -1.45190
H 6.09023 -1.87948 1.18750
H 4.21340 -0.97841 -1.97125
H 2.20808 0.41656 -1.95998
H 0.87277 1.81721 1.17901
C -1.66359 3.24935 -1.39947
H -1.52507 4.26156 -1.79679
C -3.03803 3.12420 -0.71451
H -3.81181 2.87749 -1.43880
H -3.31563 4.07897 -0.25145
H -1.55438 2.53606 -2.21879
H -1.30724 4.41516 0.82543
H -0.13315 3.35575 1.58183
H -3.46177 0.39491 2.26543
H -4.29512 -1.85318 2.02403
H -5.53913 -4.98812 0.54797
H -4.19866 -4.15764 1.36154
H -5.85599 -3.57261 1.56660

The calculation puts the largest force on an atom at 0.58 eV/Å. As for the calculated total energy: -31818.5361 eV. For the relative energy (zero: lowest compared OMol25 entry of this formula, charge and spin), the calculation gives 27.6 kcal per mole. Its multiplicity is 1. The HOMO energy is -7.977 eV.

---

6.
Here is the molecule C22H27N3O2 from OMol25. Energies are from ωB97M-V/def2-TZVPD.

Element x y z (Å)
C 4.42016 4.46141 1.04990
C 4.29167 3.11598 0.40313
C 4.19455 2.99486 -0.97650
C 4.09730 1.75089 -1.57493
C 4.10473 0.59706 -0.80563
C 4.20099 0.71367 0.57621
C 4.29201 1.95678 1.17110
H 4.36874 2.03169 2.24655
H 4.20926 -0.18153 1.18105
C 3.97900 -0.76819 -1.42980
N 2.77534 -1.43861 -0.98018
C 2.79929 -2.47374 -0.11580
O 3.82826 -2.98145 0.27972
C 1.42598 -2.96880 0.33263
C 0.72000 -1.91805 1.19682
H 0.56847 -0.99623 0.62904
H 1.32835 -1.68271 2.07180
C -0.64630 -2.45023 1.64633
N -1.45806 -2.79955 0.49947
C -2.28511 -1.92169 -0.17423
O -2.49035 -2.02602 -1.36661
N -2.89375 -0.98933 0.63078
C -3.79906 0.00933 0.25963
C -4.05661 0.35726 -1.06198
C -4.94844 1.37458 -1.34516
C -5.60067 2.07245 -0.33744
C -5.33460 1.72036 0.98001
C -4.44740 0.70577 1.27794
H -4.25330 0.44806 2.31096
H -5.82808 2.24709 1.78447
C -6.58310 3.15842 -0.65715
H -6.36969 3.60098 -1.62722
H -6.55870 3.93888 0.10043
H -7.59446 2.75104 -0.68695
H -5.13940 1.63053 -2.37746
H -3.56696 -0.17726 -1.85783
H -2.82342 -1.12404 1.62795
C -0.83107 -3.83265 -0.30715
H -0.71227 -4.72134 0.31992
C 0.52594 -3.37026 -0.83902
H 0.35586 -2.52588 -1.50948
H 0.99126 -4.17300 -1.41192
H -1.50252 -4.06175 -1.13505
H -0.50829 -3.35766 2.24453
H -1.13734 -1.70598 2.27386
H 1.61250 -3.85482 0.94990
H 1.89791 -1.01142 -1.22890
H 4.81269 -1.40612 -1.12172
H 3.96611 -0.69321 -2.52143
H 4.02093 1.67834 -2.65081
H 4.19223 3.88417 -1.59065
H 3.94576 4.46859 2.02871
H 3.96998 5.23502 0.43229
H 5.47368 4.70829 1.18587

The calculation puts the largest force on an atom at 0.66 eV/Å. As for the calculated total energy: -31819.5900 eV. For the relative energy (zero: lowest compared OMol25 entry of this formula, charge and spin), the calculation gives 3.2 kcal per mole. Its multiplicity is 1. The HOMO energy is -8.120 eV.